(1)
{
  "formula": "C2H7NOP2",
  "method": "wB97M-V/def2-TZVPD",
  "de_lowest_ev": 0.261,
  "e_homo_ev": -9.237,
  "e_tot_ev": -24299.734,
  "gap_ha": 0.36205,
  "charge": 0,
  "max_force_ev_per_a": 4.91,
  "e_lumo_ha": 0.023,
  "smiles": "O=CCN(P)P",
  "species": ["C", "P", "H", "H", "H", "N", "H", "P", "H", "C", "O", "H", "H"],
  "xyz": [[-1.99540, -0.35938, 0.52376], [0.75543, 1.58065, 0.53995], [-1.39848, -0.98130, 1.39774], [-0.32656, 1.72285, 1.25572], [2.32184, -1.71364, -0.38256], [0.57880, -0.03218, -0.12744], [2.18732, -0.96154, 1.25945], [1.18832, -1.51452, 0.51216], [0.22655, 2.39672, -0.57396], [-0.99225, -0.12498, -0.60913], [-3.13003, -0.02215, 0.65125], [-1.32404, 0.71017, -1.09081], [-0.91607, -1.08656, -1.13245]],
  "lowdin_charge": [-0.330, 0.747, 0.119, -0.181, -0.106, -0.734, -0.151, 0.730, -0.077, -0.227, 0.066, 0.050, 0.094]
}

(2)
{
  "formula": "C2H7NOSi",
  "method": "wB97M-V/def2-TZVPD",
  "de_lowest_ev": 2.461,
  "e_homo_ev": -9.592,
  "e_tot_ev": -13600.996,
  "gap_ha": 0.36959,
  "charge": 0,
  "max_force_ev_per_a": 3.80,
  "e_lumo_ha": 0.017,
  "species": ["N", "H", "H", "H", "H", "Si", "C", "H", "H", "H", "O", "C"],
  "xyz": [[0.64759, -1.23310, -0.18425], [2.18486, 0.39471, -1.11368], [-0.99770, -0.42168, 1.37481], [-1.60241, 1.72213, -0.15801], [-1.11263, 0.66905, -1.38989], [1.51379, 0.21125, 0.10660], [-1.20046, -0.51748, 0.31840], [2.57563, 0.41146, 1.02686], [0.57303, -2.05478, 0.39143], [-1.76890, -1.37913, -0.17376], [0.20447, 1.37501, 0.12948], [-1.01725, 0.82256, -0.32800]],
  "lowdin_charge": [-0.110, -0.066, 0.072, 0.123, 0.103, 0.465, 0.019, -0.071, -0.003, 0.117, -0.303, -0.347]
}

(3)
{
  "formula": "C2H7NOSi",
  "method": "wB97M-V/def2-TZVPD",
  "de_lowest_ev": 3.117,
  "e_homo_ev": -9.419,
  "e_tot_ev": -13600.339,
  "gap_ha": 0.36131,
  "charge": 0,
  "max_force_ev_per_a": 5.29,
  "e_lumo_ha": 0.015,
  "species": ["H", "H", "O", "Si", "C", "C", "H", "H", "H", "H", "N", "H"],
  "xyz": [[-0.52640, 1.19064, 2.09900], [1.79636, 1.15910, -1.47092], [-2.24787, 0.31371, 1.20363], [1.50183, 0.75182, -0.05395], [-0.68399, -1.22387, -0.99827], [-1.04425, 0.54356, 1.27632], [0.05013, -1.13743, -1.74662], [1.70760, 1.68401, 0.94833], [-1.64000, -0.85244, -1.38808], [-0.86082, -2.04589, -0.36211], [-0.17726, 0.25301, 0.25421], [2.12466, -0.63623, 0.23846]],
  "lowdin_charge": [0.134, -0.075, -0.028, 0.581, 0.126, -0.460, 0.009, -0.108, 0.051, 0.036, -0.210, -0.055]
}

(4)
{
  "formula": "C2H7NS",
  "method": "wB97M-V/def2-TZVPD",
  "de_lowest_ev": 3.733,
  "e_homo_ev": -8.997,
  "e_tot_ev": -14508.928,
  "gap_ha": 0.28307,
  "charge": 0,
  "max_force_ev_per_a": 3.60,
  "e_lumo_ha": -0.048,
  "species": ["H", "C", "H", "H", "C", "H", "H", "H", "S", "N", "H"],
  "xyz": [[-2.16173, -0.45484, -0.26210], [-0.37473, -0.38001, -1.18102], [0.45234, 1.54204, 2.41457], [-1.40662, -2.12229, -1.87007], [-0.47885, -1.50507, -1.93200], [0.48158, 0.33598, -1.33302], [0.74904, -0.64171, 0.33006], [-1.00349, 0.54637, 0.52352], [1.08424, 0.80289, 1.50830], [-1.36906, 0.13786, -0.36667], [0.24594, -1.70634, -2.69093]],
  "lowdin_charge": [0.074, -0.426, -0.277, 0.073, 0.020, 0.106, 0.113, -0.010, 0.305, -0.019, 0.041]
}

(5)
{
  "formula": "C2H7NS2",
  "method": "wB97M-V/def2-TZVPD",
  "de_lowest_ev": 1.728,
  "e_homo_ev": -8.466,
  "e_tot_ev": -25346.320,
  "gap_ha": 0.31654,
  "charge": 0,
  "max_force_ev_per_a": 3.89,
  "e_lumo_ha": 0.005,
  "smiles": "NCCSS",
  "species": ["N", "C", "H", "H", "H", "H", "H", "S", "H", "S", "C", "H"],
  "xyz": [[1.35863, 1.75295, -0.44781], [0.21627, 1.09196, 0.15918], [1.87321, 1.21063, -1.15614], [-1.44853, -0.17442, -0.52611], [-0.54466, 1.85584, 0.16410], [-2.09446, -3.59525, 0.04208], [0.46800, 1.08996, 1.26897], [-1.52296, -2.74082, 1.04910], [2.12370, 1.80462, 0.28904], [0.00612, -1.43421, 0.96244], [-0.42315, -0.21532, -0.41775], [-0.01218, -0.64595, -1.38709]],
  "lowdin_charge": [-0.045, -0.397, 0.065, 0.022, 0.087, -0.138, 0.099, 0.190, 0.088, 0.378, -0.442, 0.093]
}

(6)
{
  "formula": "C2H7NS2",
  "method": "wB97M-V/def2-TZVPD",
  "de_lowest_ev": 1.276,
  "e_homo_ev": -8.151,
  "e_tot_ev": -25346.772,
  "gap_ha": 0.31340,
  "charge": 0,
  "max_force_ev_per_a": 1.65,
  "e_lumo_ha": 0.014,
  "smiles": "C=CN.SS",
  "species": ["H", "H", "H", "S", "N", "H", "S", "C", "H", "H", "C", "H"],
  "xyz": [[0.31116, 0.46228, -2.01941], [-0.86841, -0.06606, 2.16203], [-1.20807, -2.56322, -3.00683], [-0.97668, -1.84018, -1.90376], [-0.43380, 1.30389, 0.64264], [1.70499, -0.02791, 0.60734], [-0.19054, -0.27032, -3.02229], [-0.06713, 0.31193, 1.53900], [0.28993, 1.88363, 0.26384], [-1.32039, 1.74342, 0.81303], [1.17571, -0.21150, 1.54249], [1.58323, -0.72596, 2.38192]],
  "lowdin_charge": [-0.245, 0.100, -0.213, 0.209, 0.028, 0.045, 0.220, -0.301, 0.080, 0.081, -0.034, 0.029]
}

(7)
{
  "formula": "C2H7O2",
  "method": "wB97M-V/def2-TZVPD",
  "de_lowest_ev": 0.550,
  "e_homo_ev": -3.398,
  "e_tot_ev": -6282.142,
  "gap_ha": 0.28938,
  "charge": -1,
  "max_force_ev_per_a": 2.62,
  "e_lumo_ha": 0.165,
  "species": ["C", "H", "H", "O", "C", "H", "O", "H", "H", "H", "H"],
  "xyz": [[-0.56689, -1.19475, 1.69347], [-1.05412, -0.75464, 2.58075], [0.39780, -1.62534, 1.94183], [0.34843, 1.23147, -2.17309], [-0.17282, -0.01045, 0.86473], [0.56711, 0.57760, 1.49448], [0.46514, -0.26234, -0.31816], [0.05333, 2.10983, -2.02370], [0.18556, 0.39115, -1.24438], [-1.03811, 0.67426, 0.64091], [-1.18187, -1.89472, 1.19089]],
  "lowdin_charge": [-0.134, 0.063, 0.059, -0.362, -0.492, 0.097, -0.235, -0.115, -0.030, 0.104, 0.045]
}

(8)
{
  "formula": "C2H7O3PSi",
  "method": "wB97M-V/def2-TZVPD",
  "de_lowest_ev": 2.075,
  "e_homo_ev": 0.591,
  "e_tot_ev": -25495.379,
  "gap_ha": 0.22940,
  "charge": -2,
  "max_force_ev_per_a": 2.85,
  "e_lumo_ha": 0.251,
  "species": ["O", "O", "H", "H", "O", "Si", "H", "C", "C", "H", "H", "H", "P", "H"],
  "xyz": [[-4.74618, 0.51699, 1.47972], [-4.13915, -1.70023, 0.43256], [-2.65096, 2.01227, 0.13910], [0.33917, 2.58656, -0.15308], [-5.00516, 0.26833, -1.03937], [-0.48675, 0.69228, 0.09396], [-0.07234, 0.77717, -2.46734], [-2.32710, 1.09436, -0.43314], [-0.03617, -0.05982, -1.66424], [-0.82948, -0.74905, -2.10175], [-2.92452, 0.23365, -0.18708], [1.02088, -0.60600, -1.68268], [-4.50714, -0.25091, 0.25660], [-2.19972, 1.04654, -1.53541]],
  "lowdin_charge": [-0.380, -0.411, 0.034, -0.179, -0.398, 0.243, -0.010, -0.408, -0.490, -0.004, -0.104, -0.005, 0.100, 0.012]
}

(9)
{
  "formula": "C2H7O3Tb",
  "method": "wB97M-V/def2-TZVPD",
  "s_squared": 16.37,
  "e_homo_ev": [-14.116, -9.720],
  "e_tot_ev": -30750.906,
  "gap_ha": [0.38565, 0.16428],
  "charge": 1,
  "max_force_ev_per_a": 4.07,
  "e_lumo_ha": [-0.133, -0.193],
  "spin_multiplicity": 8,
  "species": ["H", "O", "O", "H", "C", "Tb", "H", "H", "H", "C", "H", "H", "O"],
  "xyz": [[-4.31592, -2.80032, -1.20859], [-3.65906, -5.13018, -0.58531], [-5.10931, -2.22404, -1.50810], [-3.08445, -4.85187, -3.04428], [-6.29634, -3.06494, -1.62224], [-4.65697, -0.08366, -2.14939], [-6.57567, -3.49338, -0.65108], [-1.55383, -5.15486, -2.17881], [-7.11599, -2.39895, -1.92000], [-2.34311, -4.40831, -2.35867], [-6.16325, -3.83801, -2.39090], [-1.92061, -3.50025, -2.81363], [-2.92603, -4.02265, -1.14299]],
  "lowdin_spin": [-0.007, 0.774, -0.051, 0.004, -0.012, 6.105, -0.001, 0.005, -0.009, 0.002, -0.001, -0.006, 0.198]
}

(10)
{
  "formula": "C2H7O3Tl",
  "method": "wB97M-V/def2-TZVPD",
  "s_squared": 0.76,
  "de_lowest_ev": 0.000,
  "e_homo_ev": [-14.973, -14.887],
  "e_tot_ev": -13013.141,
  "gap_ha": [0.37786, 0.23518],
  "charge": 1,
  "max_force_ev_per_a": 5.81,
  "e_lumo_ha": [-0.172, -0.312],
  "spin_multiplicity": 2,
  "species": ["Tl", "H", "O", "H", "H", "H", "H", "H", "O", "C", "H", "O", "C"],
  "xyz": [[2.13266, 1.55070, -1.56685], [-1.29440, -1.30237, 1.97789], [0.41312, 0.22862, -1.18911], [1.38055, -1.35490, -0.32500], [-0.79810, 1.49084, -0.65095], [-0.53703, 0.19521, 1.34300], [0.48918, -1.19354, 1.80096], [0.27991, -1.76324, -1.68277], [-0.62447, -1.44140, 0.06478], [-0.48140, -0.90570, 1.35940], [-0.75447, 2.91133, 0.30384], [-0.62478, 2.68217, -0.62020], [0.41924, -1.09772, -0.81500]],
  "lowdin_spin": [0.085, 0.000, 0.682, 0.054, 0.000, 0.002, 0.000, 0.046, 0.023, 0.006, 0.000, -0.001, 0.104]
}